# C16H20NOSeSm

A structure of composition C16H20NOSeSm (ωB97M-V with the def2-TZVPD basis set, the OMol25 dataset).

Geometry (Å):
Sm 0.086232 -0.325372 1.279086
C 2.319966 0.476283 2.476457
C 2.727572 -0.408661 1.430479
C 2.402600 0.207053 0.179606
H 3.222026 -1.374902 1.560395
C 1.788602 1.469753 0.454948
C 1.746112 1.635991 1.876136
H 1.377055 2.506941 2.414246
H 2.448457 0.308710 3.547343
H 2.630523 -0.188324 -0.812998
H 1.450102 2.186458 -0.295445
C -2.537740 0.402754 1.873213
C -1.730961 1.493676 2.316965
C -1.185212 2.135076 1.167044
H -1.584241 1.810607 3.352828
C -1.626521 1.429498 0.007683
C -2.474576 0.355791 0.443131
H -3.025241 -0.324745 -0.208783
H -3.132751 -0.255605 2.510779
H -0.592773 3.046148 1.166903
H -1.430019 1.713043 -1.024256
O 0.558488 -2.231537 0.300256
C -0.363985 -0.495103 -2.962840
C 0.295468 -1.734118 -2.476979
C 0.429030 0.721645 -3.158648
C -1.806350 -0.470657 -3.220475
C 0.534675 -2.662725 -1.024010
H 1.345421 -1.668642 -2.823088
H -0.204548 -2.539241 -3.054686
H -0.228690 -3.447082 -1.107247
H 1.526736 -3.115762 -1.214249
H 0.316949 1.097511 -4.196758
H 1.494345 0.538451 -2.953863
H 0.098544 1.530250 -2.481237
H -2.017933 -0.569002 -4.303372
H -2.227940 0.487171 -2.886191
H -2.332213 -1.280243 -2.693852
Se -0.052704 -0.686682 6.399130
C -0.109142 -0.838057 4.665731
N -0.135365 -0.936349 3.476637

Cartesian forces (eV/Å) of the 6 atoms listed first:
-0.790 -0.704 -1.651
0.492 0.293 -0.592
0.272 0.791 -0.143
0.597 0.542 0.554
-0.417 0.352 -0.081
0.871 -0.256 0.308

Output
F_max   4.25 eV Å⁻¹
Spin multiplicity   6
HOMO level (alpha / beta)   1.83 / 1.82 eV
Net charge   -2
E_LUMO (alpha / beta)   4.36 / 4.36 eV
⟨S²⟩   8.761